(1)
The following is a DFT calculation (ωB97M-V with the def2-TZVPD basis set) of a structure of composition C43H33Br2GeN3O4W.

Computed properties:
Total charge   +1
⟨S²⟩   0.7646
LUMO energy (alpha / beta)   -4.747 / -4.573 eV
HOMO (alpha / beta)   -0.38288 / -0.38150 hartree
Spin multiplicity   2
Gap between HOMO and LUMO (alpha / beta)   5.7 / 5.8 eV

Last column: Mulliken spin population.
Element x y z (Å)
W  0.38  1.09  0.22  0.914
Br  -5.42  1.93  -3.57  0.000
Br  -0.02  0.53  -4.66  0.001
Ge  0.01  -1.36  0.17  0.037
O  0.60  0.86  2.04  -0.031
O  0.47  2.98  -0.13  -0.040
O  0.18  0.85  -1.63  -0.058
O  -0.55  4.86  -2.12  -0.003
N  -1.63  1.37  0.16  0.043
N  2.73  0.44  1.30  -0.006
N  2.30  1.32  0.35  -0.068
C  -0.99  -1.95  -1.46  0.006
C  -3.40  1.64  -1.56  0.010
C  2.73  4.18  -3.44  -0.017
C  -1.87  2.22  2.41  0.022
C  -2.69  1.24  -3.88  -0.001
C  1.43  4.62  -3.28  0.037
C  -1.41  4.76  -1.02  0.000
C  1.88  -1.94  -0.25  0.008
C  2.62  -2.96  0.34  0.012
C  2.51  -1.14  -1.22  0.013
C  1.19  3.35  -1.22  0.060
C  4.55  -2.36  -0.95  0.001
C  -1.27  -3.94  3.38  -0.001
C  -2.09  -1.61  2.16  -0.012
C  -3.04  -2.07  -2.73  -0.001
C  -0.54  -3.43  2.32  0.000
C  -3.81  2.20  0.76  -0.002
C  -2.36  -2.67  -3.79  -0.001
C  3.29  3.33  -2.51  0.039
C  2.35  -2.66  5.23  -0.004
C  -2.83  -2.13  3.20  0.000
C  -4.30  2.00  -0.54  0.003
C  -0.32  -2.56  -2.52  0.000
C  0.66  4.25  -2.16  -0.019
C  3.83  -1.35  -1.57  0.009
C  -2.36  -1.72  -1.58  0.000
C  3.35  -2.42  4.30  0.002
C  0.96  -1.02  4.15  -0.003
C  -2.06  1.36  -1.17  0.019
C  1.15  -1.96  5.14  0.002
C  -1.00  -2.92  -3.67  0.000
C  -2.51  1.92  1.09  -0.017
C  1.98  -0.77  3.23  -0.002
C  -3.67  1.56  -2.95  -0.002
C  -1.06  1.07  -2.10  0.021
C  -2.41  -3.30  3.83  0.000
C  -1.40  0.99  -3.47  -0.006
C  2.54  2.86  -1.41  0.010
C  3.94  -3.17  -0.01  0.002
C  -0.94  -2.25  1.70  0.004
C  3.18  -1.49  3.30  -0.003
C  3.13  1.96  -0.49  0.073
C  1.79  0.21  2.18  -0.008
H  -2.89  -2.94  -4.69  0.000
H  5.59  -2.51  -1.21  0.000
H  0.37  -2.16  5.86  0.000
H  -2.49  2.90  2.99  0.000
H  0.73  -2.77  -2.44  -0.001
H  -0.88  2.70  2.24  -0.009
H  -2.91  -1.28  -0.76  -0.001
H  0.04  -0.45  4.09  0.000
H  0.33  -3.95  1.96  0.000
H  -0.94  -4.85  3.86  0.000
H  2.50  -3.37  6.02  0.000
H  -1.89  3.77  -0.99  0.000
H  4.29  -2.96  4.37  0.000
H  4.50  -3.97  0.45  0.000
H  -1.71  1.31  3.00  -0.002
H  0.96  5.29  -3.99  0.001
H  -5.33  2.19  -0.77  0.000
H  -2.18  5.51  -1.19  0.000
H  4.20  1.77  -0.46  -0.006
H  -0.47  -3.40  -4.48  0.000
H  4.29  -0.72  -2.31  0.001
H  -2.95  1.19  -4.93  0.000
H  -4.47  2.59  1.51  0.001
H  -0.90  4.95  -0.07  0.000
H  4.31  3.00  -2.61  0.001
H  3.30  4.51  -4.29  0.000
H  1.95  -0.37  -1.75  -0.030
H  2.15  -3.60  1.08  0.001
H  -3.73  -1.64  3.53  0.000
H  3.95  -1.29  2.58  0.000
H  -2.97  -3.70  4.65  0.000
H  -2.42  -0.69  1.68  0.002
H  -4.10  -1.88  -2.81  0.000

(2)
The following is a DFT calculation (ωB97M-V with the def2-TZVPD basis set) of a structure of composition C43H33FeGeN5O3PSSe.

Computed properties:
Total charge   +2
⟨S²⟩   8.7589
LUMO energy (alpha / beta)   -5.666 / -6.889 eV
HOMO (alpha / beta)   -0.44739 / -0.44732 hartree
Spin multiplicity   6
Gap between HOMO and LUMO (alpha / beta)   6.5 / 5.3 eV

Last column: Mulliken spin population.
Element x y z (Å)
Se  5.06  2.29  7.68  0.000
Ge  0.13  1.43  -1.68  -0.004
Fe  1.63  -0.83  1.33  4.302
S  2.35  0.81  -0.61  0.112
P  -3.16  -0.81  0.40  0.003
O  -0.28  -0.37  1.16  0.145
O  0.30  -2.32  1.85  0.151
O  2.57  -1.98  0.06  0.119
N  2.74  -1.25  3.15  0.065
N  4.23  2.99  6.21  0.000
N  2.94  -1.75  -1.21  0.007
N  4.87  0.58  7.11  0.000
N  1.65  1.07  2.61  0.082
C  -5.85  -0.70  -0.06  0.000
C  -0.35  5.63  -1.20  0.000
C  0.08  -1.10  -5.66  0.000
C  -6.59  0.38  2.30  0.000
C  -4.00  -3.50  -0.42  -0.001
C  3.85  -2.53  -3.20  -0.001
C  -4.91  -0.63  0.98  0.001
C  2.56  1.08  3.61  -0.011
C  3.85  1.99  5.50  -0.002
C  3.90  -1.24  -3.73  0.007
C  -3.32  -3.04  -3.13  0.000
C  -7.51  0.43  1.22  0.000
C  0.19  0.31  -3.25  0.011
C  3.42  -2.76  -1.95  0.005
C  -5.35  -0.24  2.24  0.000
C  4.17  0.65  5.99  0.001
C  0.22  0.24  -5.66  0.000
C  1.58  5.30  -2.52  0.002
C  3.10  -0.23  3.96  -0.001
C  1.70  3.47  2.76  0.002
C  4.03  -2.77  4.42  0.005
C  1.22  2.26  2.22  -0.001
C  3.88  -0.47  5.05  0.000
C  4.45  -1.70  5.27  0.004
C  -0.02  -1.78  -4.46  -0.001
C  2.98  2.16  4.33  0.001
C  -3.79  -4.32  -2.74  0.000
C  1.45  3.94  -2.48  0.002
C  0.27  0.94  -4.45  0.001
C  3.31  -0.22  -2.98  -0.005
C  3.14  -2.50  3.42  0.009
C  -3.42  -2.28  -0.76  0.001
C  -7.14  -0.17  0.06  0.000
C  0.64  6.13  -1.94  0.000
C  -3.15  -2.08  -2.12  -0.001
C  -4.04  -4.53  -1.36  0.000
C  -2.13  -1.62  1.80  0.009
C  0.07  -1.09  -3.24  -0.005
C  0.36  3.34  -1.82  0.001
C  2.92  -0.46  -1.66  0.002
C  -0.53  4.24  -1.10  0.000
C  -0.67  -1.51  1.60  -0.032
C  2.51  3.42  3.88  0.004
H  2.83  -3.24  2.64  0.004
H  -0.20  -2.87  -4.61  0.000
H  -4.40  -5.49  -1.04  0.000
H  -3.79  -5.14  -3.46  0.000
H  5.17  -1.87  5.98  0.000
H  -1.41  3.91  -0.60  0.000
H  -6.91  0.91  3.18  0.000
H  -0.18  -1.67  -2.33  -0.004
H  -7.73  -0.22  -0.83  0.000
H  -2.72  -1.09  -2.40  0.000
H  -1.14  6.27  -0.68  0.000
H  -4.69  -0.14  3.09  0.000
H  -2.96  -2.76  -4.09  0.000
H  0.46  2.01  -4.52  0.000
H  2.44  5.85  -2.94  0.000
H  -8.41  1.07  1.37  0.000
H  -0.97  1.20  -0.66  0.001
H  2.88  4.31  4.39  0.000
H  -2.28  -1.08  2.75  0.004
H  0.83  7.21  -1.95  0.000
H  -4.35  -3.71  0.55  0.000
H  3.22  -3.70  -1.54  -0.001
H  -0.19  -1.58  -6.55  0.000
H  4.16  -3.38  -3.81  0.000
H  1.26  4.32  2.22  0.000
H  -2.56  -2.63  1.90  0.000
H  0.22  0.76  -6.64  0.000
H  4.38  -0.99  -4.74  0.000
H  2.20  3.35  -2.99  -0.001
H  0.56  2.24  1.37  0.008
H  3.23  0.76  -3.32  -0.004
H  -5.52  -1.15  -1.01  0.000
H  4.53  -3.73  4.51  0.001

(3)
The following is a DFT calculation (ωB97M-V with the def2-TZVPD basis set) of a structure of composition C43H36BClI2N4O4STeTi.

Computed properties:
Total charge   -2
⟨S²⟩   2.0354
LUMO energy (alpha / beta)   3.228 / 3.228 eV
HOMO (alpha / beta)   -0.01690 / -0.04709 hartree
Spin multiplicity   3
Gap between HOMO and LUMO (alpha / beta)   3.7 / 4.5 eV

Last column: Mulliken spin population.
Element x y z (Å)
I  -7.98  -3.25  -1.17  0.000
I  -4.80  1.35  1.07  -0.001
Te  2.05  -0.29  -4.34  0.004
Ti  -0.58  -0.58  -0.25  0.853
Cl  6.61  0.79  -0.03  -0.001
S  4.46  -0.25  -6.67  0.000
O  -2.60  -0.27  -0.35  -0.034
O  0.81  0.93  2.47  -0.053
O  0.82  0.61  -0.94  -0.008
O  -0.93  2.15  1.63  -0.051
N  -1.43  -1.99  -2.24  0.025
N  0.96  -2.04  -0.26  0.006
N  -1.57  0.91  -2.57  0.008
N  -1.24  -2.19  1.12  0.139
C  -3.77  -2.14  -1.26  0.006
C  -2.05  2.11  -2.28  0.009
C  -0.25  2.91  2.52  -0.012
C  -3.69  -0.93  -0.52  0.020
C  2.85  -0.56  -0.49  0.004
C  -0.46  4.20  2.93  0.003
C  -3.59  0.40  -3.72  -0.004
C  3.11  -1.08  -5.99  0.000
C  2.07  6.00  5.86  0.000
C  -6.16  -2.25  -0.89  0.004
C  0.97  -4.52  -0.61  0.169
C  2.48  4.60  5.39  0.000
C  2.10  0.63  -0.68  -0.005
C  -2.42  -4.59  1.94  0.353
C  -1.30  -4.63  1.08  -0.094
C  -4.09  1.65  -3.42  0.001
C  2.80  1.85  -0.63  -0.021
C  0.37  -5.73  -0.31  -0.040
C  2.58  3.70  6.63  0.000
C  2.22  -1.85  -0.42  0.084
C  -2.88  -3.35  2.40  -0.022
C  -6.13  -1.07  -0.18  -0.002
C  3.87  4.70  4.74  0.000
C  -0.73  -5.80  0.54  0.182
C  -2.55  -2.84  -1.84  0.004
C  4.15  1.90  -0.43  0.028
C  -1.68  -1.28  -3.50  -0.002
C  4.24  -0.49  -0.31  0.023
C  3.84  -2.47  -7.74  0.000
C  4.75  -1.46  -7.86  0.000
C  -0.72  -3.38  0.73  0.030
C  0.43  -3.34  -0.07  0.010
C  0.42  4.73  3.87  0.000
C  -2.29  -2.19  1.97  0.177
C  -2.32  0.06  -3.27  -0.001
C  0.82  2.16  3.03  -0.022
C  2.91  -2.25  -6.68  0.000
C  -4.91  -0.43  -0.01  0.006
C  -3.31  2.53  -2.68  0.000
C  -4.99  -2.78  -1.43  -0.006
C  1.69  2.69  3.95  -0.004
C  1.49  4.01  4.39  0.000
C  4.88  0.72  -0.28  -0.013
B  -0.28  0.88  1.54  0.126
H  5.55  -1.38  -8.58  0.000
H  4.80  -1.41  -0.20  0.001
H  -0.62  -2.59  -2.37  0.010
H  -1.29  4.78  2.54  0.000
H  1.08  5.99  6.31  0.000
H  2.78  6.35  6.61  0.000
H  4.67  2.85  -0.39  0.003
H  2.22  2.76  -0.78  0.001
H  0.26  5.75  4.19  0.000
H  0.77  -6.64  -0.75  0.006
H  2.12  -2.94  -6.42  0.000
H  4.22  3.73  4.41  0.000
H  2.51  2.08  4.31  0.000
H  -3.73  -3.29  3.08  0.005
H  -2.65  -1.21  2.27  0.034
H  1.59  3.58  7.09  0.000
H  2.07  6.71  5.04  0.000
H  -2.90  -5.51  2.24  0.022
H  -5.03  -3.70  -2.00  0.001
H  -0.71  -1.10  -3.98  -0.002
H  -3.67  3.51  -2.40  0.000
H  -7.03  -0.65  0.24  0.001
H  2.95  2.71  6.38  0.000
H  3.26  4.13  7.37  0.000
H  -2.91  -3.41  -2.72  0.004
H  -2.30  -1.89  -4.17  -0.001
H  -5.09  1.93  -3.73  0.000
H  -2.18  -3.58  -1.13  -0.002
H  3.83  5.35  3.86  0.000
H  -1.41  2.74  -1.68  0.000
H  3.82  -3.34  -8.38  0.000
H  -4.17  -0.33  -4.27  0.000
H  4.60  5.11  5.44  0.000
H  2.90  -2.71  -0.43  0.003
H  1.82  -4.47  -1.28  0.032
H  -1.18  -6.76  0.77  0.005

It is found that the max |F| values, taken in the order of the records, are 4.52; 4.77; 1.20 eV/A.